Record 1
C5H11NO | ωB97M-V with the def2-TZVPD basis set

Last column: Löwdin charge in e.
Geometry (Å):
C -1.096 0.587 1.761  -0.0686
N -0.948 0.862 0.257  -0.0918
C 0.456 0.722 -0.088  -0.3320
C 0.539 0.311 -1.598  -0.0486
C 0.568 -1.251 -1.114  -0.3107
O -0.768 -1.742 -0.921  -0.0450
C 0.992 -0.725 0.233  -0.1345
H -1.706 -0.312 1.852  0.0758
H -0.129 0.512 2.330  0.0942
H -1.650 1.417 2.126  0.0529
H -1.403 1.657 -0.083  0.0873
H 1.036 1.504 0.391  0.1260
H -0.303 0.586 -2.236  0.1053
H 1.449 0.658 -2.057  0.0926
H 1.308 -1.904 -1.544  0.1268
H -1.104 -0.870 -0.705  0.0339
H 0.658 -1.298 1.125  0.1173
H 2.101 -0.715 0.271  0.1190

Force components x, y, z for each atom (eV/Å):
-0.05 0.40 -1.71
1.29 -3.03 2.60
-0.37 -1.31 -0.50
0.29 -0.92 0.46
-0.49 1.89 0.57
1.28 -0.26 -1.43
1.30 0.40 1.12
0.31 -0.06 0.35
-0.90 0.06 -0.85
-0.55 0.63 0.83
-0.42 1.52 -0.24
0.50 0.41 -0.52
-0.03 0.03 0.16
0.45 -0.15 -0.25
-0.45 -0.64 -0.67
-1.65 0.23 0.57
-0.06 0.47 -0.61
-0.45 0.33 0.12

Computed properties:
HOMO in eV: -9.0
2S+1: 1
LUMO energy in eV: 1.027
Net charge: 0
HOMO-LUMO gap in eV: 9.981

Record 2
C5H11NO | ωB97M-V with the def2-TZVPD basis set

Last column: Löwdin charge in e.
Geometry (Å):
C -1.042 -0.521 1.711  -0.1402
N 0.259 -0.339 1.097  -0.0695
C 0.309 0.173 -0.245  -0.5903
C -0.872 0.991 -0.748  -0.0339
C 1.643 0.856 -0.509  -0.0374
C 0.338 -1.298 -0.884  -0.2525
O 1.100 -1.601 -1.782  0.0590
H -1.521 0.451 1.835  0.0844
H -0.898 -0.969 2.693  0.0804
H -1.723 -1.163 1.135  0.0746
H 0.607 -1.467 0.804  0.1843
H -1.814 0.448 -0.687  0.0755
H -0.959 1.901 -0.153  0.0878
H -0.696 1.265 -1.787  0.0915
H 1.645 1.847 -0.057  0.0836
H 1.813 0.917 -1.582  0.0827
H 2.463 0.281 -0.084  0.0843
H -0.652 -1.773 -0.757  0.1358

Force components x, y, z for each atom (eV/Å):
-0.25 0.01 -0.04
1.37 -3.94 0.93
0.51 -1.87 -1.88
0.28 -0.20 0.27
-0.29 -0.08 0.03
-0.89 3.89 -4.08
-0.10 -0.79 1.46
0.02 -0.05 0.04
-0.05 0.03 0.02
-0.08 0.08 0.05
-0.78 3.41 2.60
-0.07 -0.03 0.00
-0.07 0.11 -0.04
-0.01 0.05 -0.01
0.05 0.09 -0.04
0.01 0.17 -0.03
-0.02 -0.05 0.08
0.37 -0.82 0.65

Computed properties:
HOMO in eV: -8.8
2S+1: 1
LUMO energy in eV: 0.483
Net charge: 0
HOMO-LUMO gap in eV: 9.234

Record 3
C5H11NO | ωB97M-V with the def2-TZVPD basis set

Last column: Löwdin charge in e.
Geometry (Å):
C 2.368 1.580 -1.102  -0.0390
C 1.536 1.475 -0.116  -0.2799
C 0.607 0.376 0.010  -0.2536
N 1.364 -0.657 0.896  -0.0448
C 0.721 -1.917 0.751  -0.2799
C 1.294 -2.778 0.004  -0.0383
H 3.227 2.436 -1.126  0.1018
H 2.480 1.000 -2.100  0.0920
H 1.471 2.173 0.766  0.1253
H -0.444 0.754 0.593  0.1636
H 0.173 0.121 -0.938  0.0904
H 2.299 -0.627 0.462  0.0972
H -0.396 -2.101 1.291  0.1756
H 2.202 -2.651 -0.512  0.0477
H 0.902 -3.732 -0.257  0.0418
O -6.813 1.739 0.615  -0.0366
H -7.069 1.085 -0.058  0.0489
H -5.921 1.725 0.822  -0.0123

Force components x, y, z for each atom (eV/Å):
4.41 2.39 -3.40
-0.97 1.56 2.04
-3.11 0.08 3.53
-1.93 1.72 -1.35
-3.01 1.82 2.44
0.20 -3.36 -1.69
-2.31 -1.94 0.32
-0.78 0.44 2.14
0.78 -0.57 -1.16
2.91 -1.05 -1.10
0.42 -1.26 -0.69
-0.56 -0.68 0.43
3.42 0.76 -1.53
1.17 0.81 -0.35
-0.65 -0.74 0.35
-3.30 0.14 -0.69
0.74 0.35 0.51
2.55 -0.48 0.18

Computed properties:
HOMO in eV: -9.0
2S+1: 1
LUMO energy in eV: 0.791
Net charge: 0
HOMO-LUMO gap in eV: 9.756

Record 4
C5H11NO | ωB97M-V with the def2-TZVPD basis set

Last column: Löwdin charge in e.
Geometry (Å):
C -1.799 0.339 -1.348  -0.0955
C -0.663 -0.336 -0.634  -0.1368
C 0.204 0.218 0.229  -0.4007
C 0.222 1.656 0.671  -0.0332
N 1.178 -0.567 0.898  0.0659
C 2.110 -1.102 0.223  -0.2618
O 2.323 -1.025 -1.101  0.0439
H -1.756 1.430 -1.278  0.0616
H -1.793 0.076 -2.413  0.0721
H -2.766 0.011 -0.947  0.0767
H -0.581 -1.413 -0.788  0.1146
H 1.104 2.173 0.273  0.0858
H -0.670 2.205 0.363  0.0659
H 0.296 1.690 1.762  0.0822
H 2.875 -1.701 0.713  0.1290
H 1.583 -0.518 -1.483  0.0949
H -1.291 -1.643 2.506  0.0296
H -0.576 -1.495 2.353  0.0058

Force components x, y, z for each atom (eV/Å):
-0.03 0.08 -0.02
0.13 0.03 0.16
-0.18 0.02 -0.22
-0.04 0.04 -0.01
0.29 -0.16 -0.27
-0.11 0.05 0.33
-0.14 0.11 -0.07
0.00 -0.17 0.00
0.00 0.04 0.15
0.13 0.04 -0.05
0.02 0.14 0.03
-0.10 -0.08 0.06
0.14 -0.10 0.02
-0.02 -0.02 -0.14
-0.10 0.08 -0.03
0.07 -0.07 0.01
0.04 -0.01 0.02
-0.09 -0.03 0.03

Computed properties:
HOMO in eV: -8.8
2S+1: 1
LUMO energy in eV: 0.865
Net charge: 0
HOMO-LUMO gap in eV: 9.660

Record 5
C5H11NO | ωB97M-V with the def2-TZVPD basis set

Last column: Löwdin charge in e.
Geometry (Å):
N -2.279 -1.090 0.769  -0.0043
C -0.830 -1.015 1.025  -0.3234
C 0.200 -1.201 -0.053  -0.2149
C -0.082 -0.228 -1.241  -0.2032
C 0.227 1.372 -1.120  -0.1214
C 1.526 1.396 -0.224  -0.2537
O 1.663 0.983 0.933  -0.0033
H -2.418 -1.184 -0.283  0.0780
H -2.835 -0.277 0.859  0.0352
H -0.519 -0.170 1.653  0.1041
H -0.678 -1.800 1.765  0.0953
H 1.232 -1.023 0.342  0.1050
H 0.134 -2.283 -0.422  0.1331
H 0.534 -0.623 -2.016  0.0802
H -1.124 -0.289 -1.577  0.0845
H -0.627 1.857 -0.450  0.1348
H 0.246 1.871 -2.242  0.1516
H 2.457 1.742 -0.793  0.1225

Force components x, y, z for each atom (eV/Å):
0.20 -0.98 -3.57
0.22 -0.11 2.88
-0.59 -0.13 -1.16
0.11 0.74 0.08
-0.99 -0.48 1.29
0.91 0.14 -0.01
-0.88 1.36 -2.71
0.33 -0.54 1.62
0.00 1.44 0.99
-0.52 0.50 -0.52
0.27 -0.46 -0.05
-1.13 -0.46 -0.21
0.17 1.48 0.12
0.38 0.03 -1.05
0.26 -0.18 0.05
1.67 -0.91 -1.61
0.35 -1.18 3.22
-0.75 -0.26 0.62

Computed properties:
HOMO in eV: -9.2
2S+1: 1
LUMO energy in eV: 0.662
Net charge: 0
HOMO-LUMO gap in eV: 9.825

Record 6
C5H11NO | ωB97M-V with the def2-TZVPD basis set

Last column: Löwdin charge in e.
Geometry (Å):
C -2.000 -0.769 1.465  -0.1419
C -1.201 -0.334 0.358  -0.2428
C -0.007 0.371 0.359  -0.1665
C 0.759 0.680 -0.764  -0.1831
C 1.506 1.810 -0.973  -0.1710
N 1.545 2.233 -2.286  0.0206
H -2.118 0.028 2.164  0.0647
H -2.969 -1.222 1.018  0.1078
H -1.556 -1.668 1.948  0.0551
H -1.439 -0.646 -0.650  0.0880
H 0.288 0.829 1.475  0.1700
H 0.520 0.130 -1.669  0.1023
H 1.965 2.519 -0.204  0.1389
H 1.842 3.022 -2.797  0.0675
H 1.464 1.506 -2.994  0.0885
O 0.845 -2.680 1.296  -0.1253
H 0.487 -2.882 0.359  0.0800
H 0.070 -2.928 1.894  0.0473

Force components x, y, z for each atom (eV/Å):
-1.88 -2.52 -0.28
4.09 1.65 -2.47
-2.21 -0.39 5.44
1.45 1.50 -0.86
-0.64 0.54 0.47
0.35 -1.51 -1.76
-0.58 0.28 0.81
1.09 1.25 1.18
-0.09 0.67 0.11
-0.44 -0.37 -0.15
-0.45 -1.12 -3.05
-0.28 0.06 -0.09
-1.09 -1.20 -0.99
0.92 1.35 0.95
-0.41 -0.04 0.62
-2.29 -1.23 -1.02
0.85 0.60 2.35
1.62 0.49 -1.27

Computed properties:
HOMO in eV: -6.9
2S+1: 1
LUMO energy in eV: 0.986
Net charge: 0
HOMO-LUMO gap in eV: 7.875

Record 7
C5H11NO | ωB97M-V with the def2-TZVPD basis set

Last column: Löwdin charge in e.
Geometry (Å):
C -0.353 2.374 -0.648  -0.0815
C 0.181 1.010 -1.106  -0.1538
C 0.810 0.265 0.064  -0.2658
C 0.775 0.535 1.391  0.2180
C 0.840 -2.054 -0.064  0.1166
N 1.435 -0.963 -0.297  0.1824
H -1.284 2.255 -0.094  0.0809
H 0.367 2.888 -0.013  0.0796
H -0.558 3.103 -1.432  0.0892
H 0.894 1.136 -1.924  0.1318
H -0.542 0.290 -1.507  0.1281
H 0.497 1.552 1.625  0.0901
H 0.828 -0.216 2.166  0.1110
H -0.229 -2.180 -0.297  0.1117
H 1.286 -2.957 0.364  0.1233
H -2.468 -0.333 0.883  0.0358
H -3.261 -1.506 0.106  0.0449
O -2.489 -1.249 0.596  -0.0424

Force components x, y, z for each atom (eV/Å):
-0.43 0.05 -0.06
1.11 0.85 0.75
0.98 -1.84 -3.52
-0.80 0.58 0.28
0.24 -1.27 -0.18
-2.35 1.25 2.43
0.00 0.07 0.13
0.10 -0.12 0.09
0.00 -0.47 -0.32
0.23 -0.08 0.15
-0.32 0.29 0.18
-0.09 -0.02 0.47
0.61 0.05 -0.03
-0.05 0.54 0.41
0.64 0.11 -0.75
-0.84 -0.06 -0.28
-0.70 0.50 -0.14
1.68 -0.41 0.37

Computed properties:
⟨S²⟩: 0.77
HOMO (spin up / spin down) in eV: -15.3 / -15.1
2S+1: 2
LUMO energy (spin up / spin down) in eV: -4.850 / -7.840
Net charge: +1
HOMO-LUMO gap (spin up / spin down) in eV: 10.456 / 7.300

Record 8
C5H11NO | ωB97M-V with the def2-TZVPD basis set

Last column: Löwdin charge in e.
Geometry (Å):
C -0.257 -1.362 -2.708  -0.0478
C -0.060 -1.472 -1.131  -0.1692
C 0.066 -0.174 -0.423  0.0535
C 1.003 0.097 0.549  -0.0242
N 1.171 1.311 1.170  0.0507
C 0.357 2.295 1.312  0.1007
H -1.258 -1.582 -3.081  0.0836
H -0.128 -0.273 -2.951  0.0810
H 0.522 -1.844 -3.305  0.0891
H -1.064 -1.848 -0.974  0.1384
H 0.760 -2.154 -0.915  0.1254
H -0.409 0.599 -1.020  0.1385
H 1.881 -0.517 0.687  0.1465
H 0.744 3.149 1.865  0.1178
H -0.678 2.144 0.869  0.1317
H -0.864 0.734 2.614  -0.0347
H -0.503 0.443 4.007  0.0550
O -1.282 0.453 3.434  -0.0359

Force components x, y, z for each atom (eV/Å):
0.74 2.67 -0.33
0.10 0.23 -0.94
0.33 -1.11 -2.94
0.87 1.99 0.19
0.44 -0.44 0.28
-0.97 -1.56 -0.93
0.20 -0.47 0.36
-0.08 -0.80 -0.10
-0.23 -0.30 0.48
-0.21 -0.63 1.18
-0.44 -0.27 0.50
-0.55 0.51 0.90
-0.49 -0.91 0.58
-0.39 0.33 -0.57
0.75 0.86 1.22
-0.45 -0.10 -0.06
-0.33 -0.17 0.43
0.73 0.16 -0.23

Computed properties:
⟨S²⟩: 0.76
HOMO (spin up / spin down) in eV: -15.0 / -15.0
2S+1: 2
LUMO energy (spin up / spin down) in eV: -5.944 / -8.596
Net charge: +1
HOMO-LUMO gap (spin up / spin down) in eV: 9.101 / 6.448

Record 9
C5H11NO2 | ωB97M-V with the def2-TZVPD basis set

Last column: Löwdin charge in e.
Geometry (Å):
C 2.173 1.614 0.266  0.0029
N 0.796 1.743 -0.208  -0.4460
O 0.427 1.130 -1.219  0.0292
O 0.065 2.487 0.375  0.0703
H 2.268 1.087 1.351  0.1556
H 2.779 1.145 -0.562  0.1056
H 2.728 2.581 0.336  0.0973
C 0.437 -1.462 -0.525  -0.0147
C -0.799 -1.122 -0.113  -0.4413
C -1.952 -0.958 -1.067  -0.0551
C -1.116 -0.702 1.310  -0.0756
H 1.299 -1.555 0.141  0.0493
H 0.795 -1.500 -1.615  0.0896
H -2.474 -0.090 -0.642  0.0866
H -2.478 -1.869 -0.956  0.0723
H -1.539 -0.765 -2.012  0.0588
H -0.200 -0.765 2.001  0.0964
H -1.764 -1.297 1.943  0.0694
H -1.445 0.299 1.197  0.0493

Force components x, y, z for each atom (eV/Å):
3.07 -0.99 1.02
-0.81 -0.56 -2.16
1.34 0.80 0.97
-0.64 0.94 1.39
-0.58 1.07 -2.92
-0.96 -0.35 1.20
-1.33 -0.26 0.27
0.38 0.13 -0.95
1.33 -0.77 0.09
1.16 0.97 2.35
2.62 -1.35 1.06
-0.47 0.03 0.20
-1.18 -0.18 1.58
-0.52 -0.32 -0.75
-1.19 -0.72 -0.44
-0.02 0.11 -1.53
-0.78 0.56 -1.28
-0.96 -0.20 -0.66
-0.49 1.07 0.56

Computed properties:
HOMO in eV: -8.8
2S+1: 1
LUMO energy in eV: 0.171
Net charge: 0
HOMO-LUMO gap in eV: 8.950

Record 10
C5H11NO2 | ωB97M-V with the def2-TZVPD basis set

Last column: Löwdin charge in e.
Geometry (Å):
C 1.844 -0.121 -0.298  -0.0439
C 1.141 -0.715 -1.488  -0.3889
N 1.982 -1.241 -2.506  0.0614
C -0.167 -0.804 -1.534  -0.1401
O -1.311 -1.017 -1.721  0.1317
H 2.458 -0.888 0.172  0.0814
H 2.487 0.703 -0.610  0.0795
H 1.131 0.270 0.421  0.0483
H 2.696 -0.577 -2.786  0.0807
H 1.466 -1.562 -3.315  0.0825
C -2.185 1.017 0.592  -0.1391
O -0.887 1.032 1.134  -0.2727
C -0.783 0.333 2.401  -0.0923
H -2.116 1.430 -0.414  0.0887
H -2.865 1.621 1.206  0.0863
H -2.588 -0.002 0.532  0.0836
H -1.089 -0.717 2.334  0.0881
H 0.239 0.413 2.764  0.0821
H -1.455 0.824 3.114  0.0828

Force components x, y, z for each atom (eV/Å):
-0.16 -0.16 -0.07
0.01 0.48 0.84
0.06 -0.31 -0.27
-0.38 -0.43 -0.99
0.48 0.28 0.49
0.12 0.00 0.06
0.08 0.04 -0.03
-0.01 0.01 -0.02
-0.24 0.03 -0.06
0.15 0.04 -0.01
-0.21 -0.07 0.22
0.65 -0.81 0.87
-0.73 0.82 -0.68
-0.08 0.00 0.09
-0.02 0.02 -0.09
0.05 0.06 -0.06
0.12 0.04 -0.25
0.01 0.01 -0.18
0.09 -0.05 0.12

Computed properties:
HOMO in eV: -7.6
2S+1: 1
LUMO energy in eV: 0.928
Net charge: 0
HOMO-LUMO gap in eV: 8.529

Record 11
C5H11NO2 | ωB97M-V with the def2-TZVPD basis set

Last column: Löwdin charge in e.
Geometry (Å):
O 1.246 -0.235 -0.815  0.0465
C 0.937 0.196 0.269  -0.3575
N -0.291 0.812 0.584  -0.0246
C -1.078 1.179 -0.609  -0.1801
C -2.455 0.617 -0.305  -0.1805
C -2.176 -0.766 0.256  -0.1607
C -0.826 -0.600 0.998  -0.1360
H 1.612 0.073 1.129  0.1476
H -0.714 0.775 -1.552  0.1165
H -1.092 2.264 -0.670  0.1185
H -2.913 1.234 0.470  0.1130
H -3.150 0.621 -1.145  0.1127
H -2.968 -0.999 0.966  0.1069
H -2.103 -1.588 -0.452  0.1116
H -1.067 -0.555 2.062  0.1152
H -0.276 -1.522 0.862  0.1189
O 3.898 -0.859 -0.251  -0.0746
H 3.004 -0.521 -0.069  -0.0300
H 4.183 -0.202 -0.898  0.0368

Force components x, y, z for each atom (eV/Å):
0.36 0.42 -0.22
0.65 0.76 -0.63
0.63 -2.49 -0.50
-0.64 0.36 -0.05
-0.23 0.24 -0.25
0.15 0.18 0.49
-2.98 0.42 1.74
-0.20 0.09 0.28
0.34 -0.14 0.12
0.07 0.09 -0.06
-0.03 -0.06 0.10
0.19 0.00 -0.14
0.08 -0.35 0.04
-0.13 0.28 -0.37
0.36 0.12 0.05
0.88 0.35 -0.35
-0.12 0.62 0.15
0.36 -0.63 -0.36
0.27 -0.26 -0.02

Computed properties:
HOMO in eV: -10.2
2S+1: 1
LUMO energy in eV: 0.861
Net charge: 0
HOMO-LUMO gap in eV: 11.068

Record 12
C5H11NO2 | ωB97M-V with the def2-TZVPD basis set

Last column: Löwdin charge in e.
Geometry (Å):
C -0.734 0.513 -2.097  0.0008
C 1.294 -0.283 -0.713  -0.2371
O -0.152 0.358 -0.769  -0.2093
N 1.559 -1.103 -1.618  0.1202
H 2.511 -1.452 -1.565  0.0707
H 1.918 0.464 -0.232  0.1300
H -1.647 1.082 -1.953  0.0990
H -0.907 -0.465 -2.539  0.0961
H -0.006 1.061 -2.690  0.1010
C 0.993 -0.205 2.129  -0.1999
C -1.103 -0.270 0.273  -0.1630
C -1.869 0.601 0.936  0.0047
O 0.635 -0.935 0.995  -0.2779
H -1.435 -1.237 -0.073  0.1332
H 1.432 -0.868 2.881  0.0760
H 1.722 0.599 1.922  0.0720
H 0.110 0.295 2.559  0.0628
H -1.506 1.578 1.221  0.0639
H -2.816 0.269 1.332  0.0569

Force components x, y, z for each atom (eV/Å):
0.20 -0.11 0.27
-0.48 0.21 0.34
0.54 -0.59 0.40
-0.69 -0.16 0.45
0.00 0.32 -0.19
-0.05 -0.03 0.27
0.02 -0.07 -0.05
-0.06 0.02 0.04
-0.05 0.01 0.04
-0.10 -0.08 -0.32
-0.06 0.60 -1.05
0.50 -0.29 0.10
0.03 0.25 -0.35
0.22 -0.06 0.11
-0.04 0.08 0.03
0.03 -0.08 -0.11
-0.02 -0.06 0.11
-0.06 0.13 -0.22
0.08 -0.12 0.14

Computed properties:
HOMO in eV: -8.2
2S+1: 1
LUMO energy in eV: 0.909
Net charge: 0
HOMO-LUMO gap in eV: 9.091

Energy relative to the best compared isomer or geometry (same formula, charge and spin) values (in eV) by entry order: 2.787; 2.986; 4.471; 2.222; 2.793; 3.560; 2.955; 3.729; 5.487; 2.965; 2.125; 6.479.